(1)
This record from the OMol25 dataset describes 2 unconnected molecules or ions with the total composition C3H8N2O2. The level of theory is ωB97M-V/def2-TZVPD.

```
! wB97M-V def2-TZVPD RIJCOSX def2/J DEFGRID3
* xyz 0 1
O 2.22038 1.18019 -0.28931
O 0.94769 -1.35320 -0.36526
N -0.99286 -2.34318 0.19185
N -0.76210 0.05573 0.42812
C 1.80360 1.61658 0.75755
C -0.92754 1.11557 -0.23587
C -0.42690 -1.14957 -0.36533
H -1.16357 2.05690 0.27201
H -0.42724 -2.58401 1.00249
H 1.41117 -0.51219 -0.54420
H 1.80776 2.70596 0.96416
H -1.94066 -2.16454 0.51181
H -0.83239 -1.00051 -1.38693
H 1.38946 0.96571 1.54952
H -0.82475 1.16560 -1.33272
*
```

Summary:
E_HOMO = -9.62 eV
Electronic energy = -10314.2496 eV
Relative energy (zero: lowest compared OMol25 entry of this formula, charge and spin) = 2.703 eV
LUMO level = 0.014 Ha
SMILES string = C=N[C@H](N)O.C=O

---

(2)
This record from the OMol25 dataset describes C5H7N in the gas phase. The level of theory is ωB97M-V/def2-TZVPD.

```
! wB97M-V def2-TZVPD RIJCOSX def2/J DEFGRID3
* xyz 0 1
N -1.06040 2.26429 -2.16559
C -0.90617 -0.65801 0.27638
C -0.19281 0.39286 -0.65633
C 1.10425 0.23532 0.22178
C 0.37980 -0.78770 1.13870
C -0.73892 1.58523 -1.27887
H -0.14468 0.23584 -1.81753
H 1.50750 1.10990 0.75038
H -1.14392 -1.56335 -0.28598
H 0.26109 -0.45674 2.17929
H 1.90717 -0.20792 -0.37092
H 0.82684 -1.79058 1.16640
H -1.79973 -0.35915 0.84228
*
```

Summary:
E_HOMO = -10.35 eV
Electronic energy = -6786.1130 eV
Relative energy (zero: lowest compared OMol25 entry of this formula, charge and spin) = 2.400 eV
LUMO level = 0.029 Ha
SMILES string = N#CC1CCC1

---

(3)
This record from the OMol25 dataset describes C3H3NO3 in the gas phase. The level of theory is ωB97M-V/def2-TZVPD.

```
! wB97M-V def2-TZVPD RIJCOSX def2/J DEFGRID3
* xyz 0 1
O -1.54076 1.23845 -1.79465
O -0.75395 0.84731 0.45283
O 0.29418 -0.24466 2.29425
N 0.35797 -0.02643 -1.30166
C -0.80116 0.69759 -0.96337
C 0.87654 -0.58561 -0.09821
C 0.22145 -0.05227 0.96630
H -0.46044 0.25377 2.74176
H 0.16420 -0.70312 -2.22995
H 1.64196 -1.42502 -0.06731
*
```

Summary:
E_HOMO = -8.53 eV
Electronic energy = -10791.0041 eV
Relative energy (zero: lowest compared OMol25 entry of this formula, charge and spin) = 1.696 eV
LUMO level = 0.017 Ha
SMILES string = O=c1[nH]cc(O)o1

---

(4)
This record from the OMol25 dataset describes 3 unconnected molecules or ions with the total composition CH8NO3. The level of theory is ωB97M-V/def2-TZVPD.

```
! wB97M-V def2-TZVPD RIJCOSX def2/J DEFGRID3
* xyz 0 2
O -0.26151 0.08572 -0.04185
O 1.04303 0.37923 2.26451
O -1.86976 -1.80497 0.44114
N 1.27927 1.04490 -1.69043
C -0.12216 0.64466 -1.29070
H -1.20435 -1.08305 0.22041
H -0.78816 1.54070 -1.35185
H 1.10759 -0.57761 2.35419
H -1.79476 -2.59975 -0.08950
H 1.80323 0.34379 -1.12524
H -0.34166 -0.05896 -2.09186
H 0.48647 0.47659 1.46702
H 1.36199 1.94348 -1.19241
*
```

Summary:
E_HOMO (spin up / spin down) = -10.91 / -10.88 eV
<S²> = 0.75
Electronic energy = -8796.4350 eV
Relative energy (zero: lowest compared OMol25 entry of this formula, charge and spin) = 0.557 eV
LUMO level (spin up / spin down) = 0.021 / -0.131 Ha

---

(5)
This record from the OMol25 dataset describes C2H4NP in the gas phase. The level of theory is ωB97M-V/def2-TZVPD.

```
! wB97M-V def2-TZVPD RIJCOSX def2/J DEFGRID3
* xyz 0 1
P 0.73370 -1.13626 -1.60512
N 0.22822 -0.33150 1.16553
C -0.41707 0.46192 0.43213
C -0.20774 0.19792 -1.05273
H 0.75056 -1.43545 -0.25999
H -0.84968 1.37171 0.86611
H 0.07404 -0.24587 2.16311
H -0.31203 1.11753 -1.70903
*
```

Summary:
E_HOMO = -9.15 eV
Electronic energy = -12915.0203 eV
Relative energy (zero: lowest compared OMol25 entry of this formula, charge and spin) = 1.509 eV
LUMO level = -0.018 Ha
SMILES string = [H]/N=C/C=P\[H]

---

(6)
This record from the OMol25 dataset describes a molecular structure, C22H36O2P2Tc. The level of theory is ωB97M-V/def2-TZVPD.

```
! wB97M-V def2-TZVPD RIJCOSX def2/J DEFGRID3
* xyz 2 4
Tc 0.01590 -0.40530 2.09178
P 0.23690 1.24516 -3.51812
P 0.05751 -1.90052 -3.62699
O -1.12988 0.58292 3.63261
O 1.06420 0.61177 3.69904
C 1.59079 0.47565 -0.37899
C 1.75140 -2.51710 -4.02962
C -0.08646 -2.16654 3.23939
C -0.22766 -0.95690 -5.21560
C -1.71505 -1.21674 -0.20839
C 1.34389 -1.02431 -0.57008
C -0.05310 0.88846 4.27020
C -0.95689 -3.35389 -4.09841
C -0.11136 1.44894 5.63147
C -1.34238 1.53212 6.29108
C 1.07516 1.85170 6.24322
C -1.38084 2.04651 7.58740
C 0.67990 -1.72397 0.59090
C 1.02731 2.40438 7.52358
C -1.51274 0.28333 -0.41754
C -0.73347 -1.85479 0.72718
C -0.19743 2.48783 8.19934
C 0.70953 1.08778 0.66583
C -1.44537 1.94601 -3.82558
C 0.44191 0.40944 -5.18305
C 1.28537 2.69516 -3.94298
C -0.70961 0.98840 0.65010
H -1.09062 0.48801 -1.41025
H -2.18801 1.13825 -3.79193
H 2.31421 2.34168 -4.10211
H -1.72091 -1.72763 -1.18341
H 2.63521 0.62022 -0.07718
H -1.24023 1.86260 1.04981
H -1.67404 2.66931 -3.03169
H 1.12172 2.01142 1.08979
H 0.16249 -1.57513 -6.03625
H -2.72093 -1.36207 0.21922
H -1.10808 -2.79258 1.15296
H 2.46945 -1.68792 -3.97861
H -0.63461 -3.76247 -5.06946
H 2.01488 1.71400 5.70739
H -0.86989 -4.12380 -3.32233
H 2.32188 -1.48794 -0.73954
H 1.77522 -2.96229 -5.03461
H 1.28034 3.40714 -3.10796
H 0.76287 -1.17365 -1.49747
H -0.23038 2.89421 9.21032
H -0.03172 -3.15214 2.75203
H 1.27755 -2.54466 0.99888
H -1.31626 -0.86306 -5.33794
H -1.04825 -2.14782 3.78422
H 1.49346 0.98920 -1.35113
H -2.33267 2.09201 8.12403
H 0.92640 3.19366 -4.85747
H -1.48920 2.44687 -4.80292
H 2.03594 -3.27563 -3.28762
H 1.94999 2.75048 7.99567
H -2.00461 -3.02962 -4.16576
H 0.68727 -2.15484 4.02402
H 0.01452 1.08045 -5.94186
H -2.50475 0.75172 -0.42054
H -2.23873 1.17919 5.78113
H 1.52295 0.32732 -5.36916
*
```

Summary:
E_HOMO (spin up / spin down) = -13.83 / -13.83 eV
<S²> = 4.04
Electronic energy = -48249.3346 eV
Relative energy (zero: lowest compared OMol25 entry of this formula, charge and spin) = 2.422 eV
LUMO level (spin up / spin down) = -0.317 / -0.348 Ha

---

> Number 4 is which compound?

CH8NO3

---

> Number 4 is which compound?

CH8NO3

---

> Number 2 is which compound?

C5H7N

---

> Among the records above, which one has the lowest electronic energy?

C22H36O2P2Tc